A structure of composition C47H58BBr2FGeN2O6Ta, computed with wB97M-V/def2-TZVPD.

frontier orbital gap: 7.2 eV
charge: +1
relative energy (zero: lowest compared OMol25 entry of this formula, charge and spin): 0.077 eV
HOMO: -10.34 eV
DFT total energy: -9793.47905 hartree

Positions of all 119 atoms, in Å:
H: -1.761 -1.077 -4.979
H: -8.045 3.624 -0.805
Br: -2.645 -1.340 -2.194
H: 2.967 -2.697 4.054
H: 1.239 -4.588 -3.540
C: 1.426 -4.758 -2.490
H: 2.830 -2.607 2.293
O: 0.578 -2.560 -1.694
H: 4.876 -6.711 -0.049
C: -3.894 2.500 -0.190
H: -1.104 -2.897 4.274
H: 3.642 -9.365 -0.933
C: -0.455 -2.945 3.400
C: 5.932 4.062 0.186
H: 3.349 -1.195 3.218
H: 2.098 -5.357 1.321
C: 3.377 4.086 0.031
H: -7.723 -0.691 1.292
H: 0.327 -0.148 -5.993
C: 4.498 1.994 0.072
H: 6.045 3.904 2.356
H: 5.351 5.961 -0.722
H: 0.068 -3.900 3.416
C: 2.855 -7.508 -0.189
H: 5.243 5.948 1.045
H: 7.762 4.120 -0.972
C: -3.247 3.617 -0.730
C: 2.119 3.485 -0.053
C: -3.120 1.311 0.111
H: 6.812 6.024 0.255
H: 1.271 0.717 2.352
C: 0.866 4.338 -0.244
H: 1.083 4.127 -2.391
C: -7.885 0.315 1.670
H: -2.193 3.577 -0.934
O: 0.979 -2.938 0.523
H: 1.620 -7.598 1.611
H: -7.724 4.820 0.435
H: -0.113 3.024 -1.705
C: 1.925 -5.211 0.266
H: -5.710 -0.510 1.270
C: 1.852 -8.207 0.738
C: 0.177 -0.126 -4.923
C: 2.077 2.085 -0.035
C: 0.915 0.404 -2.721
H: -0.530 3.044 0.850
H: 1.835 6.139 -1.025
H: 2.308 -8.752 -1.900
H: -0.478 4.753 -1.893
C: 1.130 -3.815 -1.539
O: 0.906 1.387 -0.096
H: 2.066 0.807 -4.468
H: 5.394 1.393 0.109
H: 2.235 -6.704 -2.761
C: -1.117 -0.588 -2.995
N: -0.203 -0.081 -2.162
F: -3.379 5.826 -1.483
C: -7.477 3.809 0.112
B: 0.505 -2.022 -0.416
H: -0.258 -0.383 5.518
C: -7.407 1.403 0.725
C: 2.246 -6.195 -0.681
H: 2.259 -9.154 1.092
H: -7.419 0.405 2.652
C: -5.276 2.551 0.064
C: 4.568 3.382 0.098
H: 3.424 5.161 0.025
H: 1.049 -1.453 6.024
C: 1.143 0.404 -4.082
H: -7.414 3.024 2.129
H: 1.660 0.800 -2.042
C: -7.863 2.785 1.161
C: 1.990 -5.949 -2.031
C: 1.373 -4.044 -0.198
H: 6.943 2.565 -1.044
C: -0.983 -0.639 -4.373
O: -3.777 -2.026 1.425
Ge: 0.840 -1.487 3.486
C: 0.299 4.030 -1.638
C: 4.146 -7.213 0.586
H: 1.634 6.144 0.733
C: 6.629 3.620 1.479
H: 3.910 -8.017 -2.033
H: -7.793 1.206 -0.282
H: -8.944 2.766 1.299
H: 1.421 0.148 5.380
C: -3.830 0.251 0.686
H: 6.308 3.935 -1.956
H: -5.868 5.740 -0.907
H: -1.072 -2.918 2.508
C: 1.179 5.838 -0.209
H: -8.959 0.437 1.798
C: -5.199 0.351 0.872
H: 0.288 4.249 1.846
C: 0.397 0.062 2.302
C: -3.979 4.741 -0.977
C: 2.684 -2.058 3.217
O: -1.872 1.302 -0.186
O: -1.873 -0.934 1.041
H: 0.918 -8.412 0.214
Br: 3.267 -0.519 -0.024
C: -6.010 3.729 -0.192
C: 6.783 3.642 -1.019
C: 5.816 5.586 0.191
C: 0.755 -0.709 5.283
H: 0.245 6.391 -0.317
C: -0.156 4.064 0.867
H: 3.965 -6.580 1.454
C: 3.194 -8.457 -1.338
N: -5.916 1.420 0.583
H: 6.777 2.542 1.508
C: -3.199 -1.027 1.090
H: -1.009 4.736 0.758
H: -0.422 0.548 2.854
H: 7.609 4.092 1.557
Ta: -0.321 -0.001 0.352
C: -5.343 4.815 -0.709
C: 3.273 1.360 0.008
H: 4.589 -8.143 0.944

A structure of composition C2H4O2 at a distorted geometry, computed with wB97M-V/def2-TZVPD.

frontier orbital gap (alpha / beta): 5.6 / 8.4 eV
multiplicity: 2
<S²>: 0.755
charge: -1
relative energy (zero: lowest compared OMol25 entry of this formula, charge and spin): 1.188 eV
HOMO (alpha / beta): -0.67 / -3.88 eV
DFT total energy: -228.96195 hartree

Positions of all 8 atoms, in Å:
H: 1.241 -0.840 -0.597
H: 1.493 0.613 0.652
O: -1.588 -0.253 -0.781
H: 0.723 1.200 -0.902
H: -1.017 -1.111 -0.115
C: 0.878 0.274 -0.182
O: -1.013 0.161 1.546
C: -0.718 -0.045 0.379

A structure of composition C35H26BrF5N2O4OsS2 at a distorted geometry, computed with wB97M-V/def2-TZVPD.

frontier orbital gap (alpha / beta): 7.3 / 5.1 eV
multiplicity: 5
<S²>: 6.055
relative energy (zero: lowest compared OMol25 entry of this formula, charge and spin): 1.234 eV
HOMO (alpha / beta): -8.17 / -7.95 eV
DFT total energy: -5720.06197 hartree

Positions of all 76 atoms, in Å:
C: 2.000 -0.232 -1.764
H: -5.841 -0.924 -0.796
H: 1.449 1.805 0.524
C: 1.230 3.864 -0.018
C: 2.695 -1.022 -0.683
C: -1.295 -2.674 1.547
H: 0.837 -1.495 0.240
H: 5.741 -2.001 0.430
C: 1.784 2.816 0.705
H: 1.881 -2.789 2.104
S: -0.204 3.603 -1.035
C: 2.489 -2.328 1.336
C: 4.073 -1.178 -0.655
H: -1.158 -4.848 -4.778
F: -0.313 -0.623 4.403
O: -0.915 4.850 -1.077
C: -0.691 -1.941 -3.072
H: -1.959 -4.355 -3.275
O: 2.339 -0.286 -2.921
C: -4.520 1.791 0.750
H: 4.680 -0.738 -1.435
C: -3.260 1.716 0.121
H: 1.220 5.961 -0.417
H: 3.654 4.499 3.965
C: 4.667 -1.883 0.382
C: -5.458 0.789 0.427
F: -0.513 -5.297 3.955
C: 0.717 -3.914 -2.952
H: 4.474 5.720 2.988
F: -0.030 -3.103 5.470
C: 3.169 4.401 1.894
H: 3.190 2.282 2.223
N: -2.943 0.742 -0.796
H: -0.242 -2.111 -5.761
C: -1.090 -3.936 2.130
O: 0.099 2.966 -2.299
F: -1.304 -5.029 1.417
C: -5.135 -0.158 -0.510
H: -5.741 2.911 2.122
C: 1.662 5.167 0.170
C: -0.577 -1.701 3.671
C: -1.012 -1.570 2.370
H: 0.221 -4.265 -2.046
C: -0.268 -3.121 -3.830
H: 5.005 4.024 2.945
C: -2.261 2.692 0.381
S: -1.865 -2.515 -0.073
H: -4.031 4.663 2.481
C: -2.571 3.761 1.199
C: -0.421 -2.965 4.218
Os: -0.938 0.693 -1.317
N: -1.064 2.436 -0.254
C: -4.777 2.861 1.632
C: 0.452 -2.631 -5.099
Br: 4.683 -3.396 2.792
H: 2.962 6.446 1.286
H: -1.841 4.541 1.355
C: -1.479 -3.990 -4.184
F: -1.154 -0.341 1.901
C: -3.876 -0.141 -1.114
O: 1.039 0.525 -1.288
C: -1.005 -0.936 -2.443
C: -3.826 3.828 1.824
C: 1.910 -1.605 0.307
C: -0.678 -4.083 3.439
H: 1.094 -4.775 -3.508
C: 4.141 4.685 3.006
H: 0.877 -3.480 -5.640
C: 2.757 3.092 1.647
H: -6.424 0.787 0.917
H: 1.560 -3.283 -2.668
C: 2.633 5.428 1.123
C: 3.869 -2.443 1.366
H: -2.209 -3.422 -4.763
H: 1.251 -1.944 -4.829
H: -3.611 -0.873 -1.864

A cluster of 4 separate species, C32H44BN2O12S in total at a distorted geometry, computed with wB97M-V/def2-TZVPD.

frontier orbital gap: 7.2 eV
charge: +1
relative energy (zero: lowest compared OMol25 entry of this formula, charge and spin): 1.549 eV
HOMO: -11.15 eV
DFT total energy: -2680.81224 hartree

Positions of all 92 atoms, in Å:
O: -1.507 -3.256 2.834
H: 3.195 2.127 -7.909
H: 4.132 -1.023 -5.901
H: 3.967 3.511 0.470
O: 4.354 3.647 -4.369
O: 3.008 3.487 0.361
C: -3.871 -2.892 -2.265
C: -1.208 -2.088 4.856
O: 3.970 4.652 -2.192
H: 4.160 0.062 -0.746
C: -3.527 -2.285 0.508
C: 2.675 -0.864 -7.941
C: -2.988 -3.923 12.257
C: 2.538 2.254 -7.031
O: -2.151 -1.326 -2.624
C: 2.155 -0.313 -6.559
H: 4.149 1.797 -2.057
C: 0.184 0.377 -2.279
C: -2.924 -2.960 11.339
H: -0.998 1.311 -3.806
C: 2.038 1.882 -1.483
B: 2.750 2.163 -0.045
H: -3.938 -3.065 -3.331
C: -0.799 3.741 -3.215
H: -0.008 5.791 -3.260
H: -1.180 4.059 -2.222
H: -0.541 1.132 -6.003
H: -1.052 -1.237 6.790
C: 0.031 1.442 -3.404
H: -5.390 -4.255 -1.697
H: -1.301 6.184 -5.265
H: 2.186 -0.136 -1.783
H: 3.819 0.661 -5.362
H: 2.229 4.256 -3.699
H: -0.667 0.487 -1.587
H: 4.315 -0.605 0.892
H: 0.933 1.008 -7.750
H: 5.213 0.866 0.512
O: -2.185 -3.171 8.084
C: -1.663 -3.236 4.041
H: -2.641 -5.191 4.134
C: -2.750 -1.542 11.726
H: 3.180 2.454 -6.145
H: -1.637 3.316 -3.796
O: -5.241 -3.849 0.861
C: 4.247 0.347 0.325
H: -3.114 -4.965 11.995
H: -2.995 -3.166 10.279
H: 3.180 -0.017 -8.448
C: -2.315 -4.361 4.747
O: -1.526 5.479 -4.655
C: -2.715 -2.197 14.088
H: 3.347 -1.731 -7.812
H: 1.215 3.958 -1.456
H: 3.000 -0.695 -4.546
O: -2.949 -4.493 14.538
C: 0.885 2.915 -1.643
C: 0.472 1.498 -5.716
C: 3.350 -0.326 -5.540
O: 0.909 1.021 -4.446
H: -0.734 -1.274 4.322
H: -2.524 -0.192 13.434
H: -2.643 -1.991 15.149
O: 3.155 1.129 0.830
C: -0.344 5.029 -3.999
C: -4.536 -3.274 0.063
C: -2.651 -1.234 13.170
C: -2.751 -1.650 -0.367
H: 1.939 3.182 -7.175
H: 1.229 0.220 -0.520
C: -2.030 -3.193 6.883
C: -1.378 -2.068 6.176
S: 3.407 3.731 -3.216
H: -3.458 -2.112 1.573
C: 3.190 2.035 -2.571
H: 0.460 4.778 -4.728
H: 0.153 -0.657 -2.668
N: 0.334 2.820 -3.008
C: -4.648 -3.529 -1.390
H: 3.098 1.309 -3.406
H: 0.060 2.723 -0.908
H: -2.960 -5.155 6.602
C: -2.889 -3.615 13.702
N: 1.448 0.507 -1.481
C: 1.522 1.092 -6.806
H: 1.780 -1.108 -8.547
O: -2.689 -0.663 10.890
H: 0.435 2.614 -5.690
C: -2.485 -4.342 6.068
H: -2.009 -0.924 -0.058
C: -2.863 -1.906 -1.820
H: 1.381 -1.000 -6.152